Density functional theory data (ωB97M-V/def2-TZVPD) for C13H17IN2W as an isolated structure in a non-equilibrium geometry.

CARTESIAN COORDINATES (ANGSTROEM)
1 C -0.239 0.792 3.484
2 C -0.244 -0.704 3.533
3 H 0.731 1.144 3.830
4 H -1.069 1.009 4.057
5 H -0.559 1.560 2.567
6 H 0.017 -1.330 2.663
7 H 0.496 -0.854 4.287
8 H -1.201 -0.919 3.914
9 C 0.349 2.683 -0.300
10 C 0.783 3.492 -1.337
11 C 1.034 2.905 -2.583
12 C 0.891 1.525 -2.794
13 H 0.196 3.001 0.721
14 H 0.887 4.582 -1.166
15 H 1.313 3.557 -3.427
16 H 1.042 1.053 -3.782
17 N 0.124 1.362 -0.593
18 C 0.470 0.708 -1.755
19 C 0.361 -0.755 -1.769
20 N 0.009 -1.365 -0.590
21 C -0.050 -2.718 -0.353
22 C 0.438 -2.995 -2.679
23 C 0.135 -3.561 -1.439
24 H -0.224 -3.024 0.669
25 H 0.024 -4.659 -1.300
26 C 0.571 -1.605 -2.854
27 H 0.779 -1.138 -3.835
28 H 0.554 -3.660 -3.548
29 W -0.210 0.010 0.835
30 C -2.201 0.011 0.985
31 H -2.539 -1.015 0.762
32 H -2.464 0.680 0.139
33 H -2.593 0.389 1.931
34 I 2.388 -0.159 1.725

Properties
- multiplicity = 3
- HOMO-LUMO gap (alpha / beta) (eV) = 5.806 / 7.000
- largest force on an atom (eV/Å) = 4.6
- DFT total energy (Ha) = -979.1825
- energy above the lowest of the compared OMol25 structures with the same formula, charge and spin (kJ/mol) = 0.0
- HOMO (alpha / beta) (eV) = -14.90 / -15.75
- total charge = +2